# 1
C5H7N3 | ωB97M-V/def2-TZVPD

## Properties
**Structure (SMILES)**: N=C=N.C#CC.C#N
**Electronic energy**: -9764.3634 eV
**Frontier orbital gap**: 9.98 eV
**Strongest force on any atom**: 4.1 eV/Å

CARTESIAN COORDINATES (ANGSTROEM)
N 2.100 -0.104 0.480
C 1.584 0.907 0.982
N 1.489 1.884 1.722
H 2.987 -0.475 0.775
H 1.271 1.807 2.705
C -0.438 1.257 -0.155
C -1.237 0.337 -0.231
C -2.181 -0.752 -0.179
H -0.234 2.282 -0.335
H -3.119 -0.384 0.244
H -1.802 -1.552 0.460
H -2.335 -1.146 -1.181
C 0.642 -1.323 -1.776
N 0.036 -1.905 -2.551
H 1.236 -0.831 -0.960

# 2
C17H46N5O3S | ωB97M-V/def2-TZVPD

## Properties
**Charge**: -1
**Electronic energy**: -42799.8087 eV
**Frontier orbital gap**: 3.62 eV
**Strongest force on any atom**: 1.7 eV/Å

CARTESIAN COORDINATES (ANGSTROEM)
C -4.173 5.175 -0.232
N -5.130 4.420 0.583
C -5.341 3.023 0.092
N -4.629 1.990 0.784
C -3.196 2.126 0.622
C -2.674 2.110 -0.863
C -3.386 1.058 -1.764
S -4.020 1.772 -3.358
H -4.260 6.259 -0.091
H -3.148 4.894 0.043
H -4.266 4.896 -1.302
H -5.993 4.946 0.507
H -5.193 2.965 -1.020
H -6.411 2.804 0.255
H -2.864 3.048 1.159
H -2.742 1.276 1.160
H -1.604 1.828 -0.844
H -2.712 3.082 -1.362
H -2.651 0.325 -2.108
H -4.207 0.570 -1.235
H -4.451 3.032 -3.041
C -1.659 -2.254 2.388
C -0.250 -2.381 1.817
C 0.834 -2.595 2.888
O 1.177 -1.428 3.616
C 0.282 -1.097 4.665
N 0.033 -1.209 0.984
H -1.848 -1.272 2.821
H -2.399 -2.395 1.601
H -1.841 -3.009 3.158
H -0.241 -3.267 1.174
H 1.754 -2.900 2.382
H 0.567 -3.410 3.574
H -0.128 -1.988 5.147
H -0.526 -0.462 4.297
H 0.838 -0.523 5.408
H 0.927 -1.343 0.519
H 0.200 -0.422 1.606
C 4.784 2.149 1.638
C 4.221 1.367 2.821
C 5.284 0.568 3.596
O 5.722 -0.619 2.955
C 6.694 -0.424 1.946
N 3.129 0.512 2.350
H 4.984 1.512 0.777
H 4.068 2.904 1.314
H 5.711 2.663 1.908
H 3.799 2.097 3.519
H 4.837 0.239 4.538
H 6.144 1.198 3.860
H 7.376 0.395 2.190
H 6.218 -0.242 0.980
H 7.273 -1.345 1.861
H 2.682 0.070 3.151
H 3.549 -0.268 1.851
C -0.695 -1.257 -5.406
C -0.214 -1.524 -3.983
C 0.943 -2.535 -3.899
O 0.566 -3.891 -4.079
C 0.400 -4.288 -5.426
N -1.359 -1.930 -3.167
H -1.325 -2.059 -5.789
H -1.293 -0.346 -5.432
H 0.147 -1.123 -6.090
H 0.162 -0.576 -3.586
H 1.362 -2.484 -2.890
H 1.755 -2.272 -4.590
H 1.111 -3.785 -6.088
H -0.622 -4.102 -5.762
H 0.576 -5.363 -5.480
H -1.066 -1.999 -2.195
H -1.595 -2.886 -3.418

# 3
C3H4O2 | ωB97M-V/def2-TZVPD

## Properties
**Structure (SMILES)**: C[C@H]1OC1=O
**Electronic energy**: -7268.8991 eV
**Frontier orbital gap**: 11.09 eV
**Strongest force on any atom**: 3.8 eV/Å

CARTESIAN COORDINATES (ANGSTROEM)
C 0.315 -0.092 0.162
C -0.554 -0.106 -1.074
O 0.277 0.368 -2.221
C -0.053 -0.928 -2.291
O 0.136 -1.953 -2.874
H -0.096 -0.599 0.973
H 0.688 0.947 0.294
H 1.244 -0.674 -0.186
H -1.563 0.464 -1.042

# 4
C6H15Br2ClInOSi2 | ωB97M-V/def2-TZVPD

## Properties
**Charge**: +3
**Electronic energy**: -182013.4471 eV
**Frontier orbital gap**: 2.69 eV
**Strongest force on any atom**: 5.2 eV/Å

CARTESIAN COORDINATES (ANGSTROEM)
C -2.106 1.049 2.948
C -1.546 -0.139 2.038
Cl -2.837 -1.327 1.637
C -0.808 0.423 0.757
Si -0.807 -0.911 -0.619
O -0.257 -2.451 -0.078
Si 1.157 -2.469 0.905
C 0.094 -0.430 -2.280
Br 1.136 -1.947 -2.991
C 1.084 0.796 -2.337
C 2.342 0.705 -1.435
Br 0.143 2.584 -2.141
H -1.328 1.325 3.678
H -2.433 1.918 2.366
H -2.945 0.652 3.539
H -0.821 -0.710 2.641
H -1.401 1.285 0.397
H 0.171 0.772 1.109
H -2.222 -1.138 -0.964
H 0.776 -3.157 2.171
H 2.150 -3.321 0.227
H 1.633 -1.135 1.266
H -0.724 -0.253 -3.018
H 1.463 0.824 -3.372
H 2.143 0.845 -0.368
H 2.928 -0.201 -1.645
H 2.996 1.540 -1.735
In 0.020 4.870 -2.698

# 5
C31H23CuFN2OP | ωB97M-V/def2-TZVPD

## Properties
**Spin multiplicity**: 2
**Charge**: -1
**Electronic energy**: -94193.3173 eV
**Frontier orbital gap (spin up / spin down)**: 5.25 / 7.19 eV
**Strongest force on any atom**: 0.7 eV/Å

CARTESIAN COORDINATES (ANGSTROEM)
Cu 1.472 -2.878 -0.425
O -0.402 -3.162 0.863
C -0.315 -2.566 -0.182
C -1.501 -1.991 -0.886
C -2.412 -2.873 -1.449
C -3.501 -2.382 -2.156
C -3.684 -1.013 -2.275
C -2.788 -0.135 -1.677
C -1.686 -0.609 -0.975
P -0.450 0.442 -0.115
C -0.931 2.089 -0.756
C -1.616 3.063 -0.037
C -1.891 4.299 -0.612
C -1.493 4.568 -1.914
C -0.808 3.600 -2.638
C -0.519 2.374 -2.061
C -1.141 0.457 1.586
C -2.494 0.317 1.898
C -2.917 0.335 3.217
C -1.993 0.491 4.245
C -0.645 0.620 3.947
C -0.222 0.596 2.623
H -2.249 -3.939 -1.350
H -4.200 -3.068 -2.617
H -4.528 -0.622 -2.830
H -2.952 0.932 -1.768
H -1.938 2.860 0.977
H -2.421 5.050 -0.040
H -1.709 5.531 -2.361
H -0.486 3.804 -3.652
H 0.038 1.628 -2.619
H -3.219 0.184 1.103
H -3.970 0.220 3.447
H -2.325 0.496 5.276
H 0.088 0.717 4.737
H 0.838 0.666 2.399
C 3.735 -0.277 4.232
C 3.127 -1.493 3.921
C 2.784 -1.796 2.617
C 3.035 -0.884 1.577
C 3.664 0.334 1.891
C 4.002 0.622 3.204
N 2.590 -1.222 0.318
N 2.865 -0.356 -0.636
C 2.232 -0.676 -1.806
C 2.426 0.154 -2.931
C 1.790 -0.104 -4.129
C 0.923 -1.191 -4.256
C 0.708 -2.020 -3.158
C 1.364 -1.784 -1.966
H 4.003 -0.041 5.254
H 2.917 -2.212 4.704
H 2.309 -2.740 2.374
H 3.857 1.037 1.094
H 4.479 1.570 3.430
H 3.085 1.007 -2.814
H 1.962 0.551 -4.976
H 0.427 -1.396 -5.197
H 0.028 -2.859 -3.251
F 2.655 -4.320 -0.423